No. 1
Molecular formula: C42H47BN8PtS
Method: DFT, ωB97M-V/def2-TZVPD

The geometry in XYZ format:
```
100
Properties=species:S:1:pos:R:3
Pt -0.37784 -0.16054 1.09328
C 2.62885 -3.83118 -1.90368
C 2.49408 -2.62309 -1.03883
C 3.48439 -1.85222 -0.48097
C 2.82051 -0.86093 0.26356
N 1.50365 -1.02304 0.13920
N 1.30781 -2.09823 -0.66970
B -0.07745 -2.70758 -0.91738
N -0.92848 -1.79053 -1.87141
N -0.60107 -0.49931 -2.12941
C -1.27456 -0.15092 -3.21840
C -2.07252 -1.20913 -3.67943
C -1.80590 -2.24105 -2.81451
C -2.38078 -3.61424 -2.83471
C -1.04731 1.15539 -3.86227
C 0.14185 1.85536 -3.64139
C 0.37021 3.06869 -4.27247
C -0.57595 3.59963 -5.13956
C -1.75690 2.90761 -5.37313
C -1.99076 1.69560 -4.73809
N -0.66905 -3.05447 0.49129
N -0.49690 -2.20978 1.53702
C -0.78161 -2.86308 2.65434
C -1.14363 -4.17833 2.34219
C -1.02568 -4.27225 0.97107
C -1.20448 -5.48864 0.12661
C -0.58641 -2.27017 3.98656
C -1.37139 -2.68217 5.05996
C -1.17034 -2.14953 6.32304
C -0.17794 -1.20121 6.52867
C 0.61531 -0.79434 5.46559
C 0.41732 -1.32786 4.20256
C 3.47902 0.17427 1.08759
C 2.79231 0.99039 1.98193
C 3.46286 1.93807 2.73992
C 4.83558 2.09166 2.62457
C 5.53449 1.27887 1.74392
C 4.86396 0.33156 0.98867
H 3.68476 -4.03778 -2.07044
H 2.14891 -3.68705 -2.87184
H 2.17758 -4.70727 -1.43805
H 4.54205 -2.01474 -0.58071
H 0.03100 -3.74072 -1.50610
H -2.70997 -1.24421 -4.54671
H -3.06337 -3.71033 -3.67778
H -2.94465 -3.81238 -1.92435
H -1.60841 -4.37811 -2.92556
H 0.88091 1.42629 -2.97720
H 1.29769 3.59799 -4.09362
H -0.38931 4.54173 -5.63853
H -2.49620 3.30981 -6.05410
H -2.91053 1.15578 -4.92857
H -1.38969 -4.97112 3.02715
H -1.63925 -6.28307 0.73106
H -0.25026 -5.84434 -0.26602
H -1.85770 -5.30929 -0.71937
H -2.16026 -3.40622 4.89717
H -1.79497 -2.46891 7.14746
H -0.01950 -0.78643 7.51594
H 1.39670 -0.06055 5.61843
H 1.04407 -1.02037 3.37556
H 1.72613 0.87430 2.10321
H 2.90343 2.55460 3.43264
H 5.35678 2.83245 3.21692
H 6.60763 1.38045 1.64480
H 5.42760 -0.28808 0.30610
C -0.28613 1.76635 0.34484
C -1.42763 2.54405 0.87946
C -1.34330 3.45532 1.86299
C -2.50141 3.91968 2.60152
C -3.71465 3.40479 2.39018
C -3.93104 2.38213 1.35660
C -2.78118 2.06301 0.45121
H 0.67125 2.25221 0.54450
H -0.34537 1.61391 -0.74075
H -0.35974 3.76772 2.19440
H -2.35848 4.67021 3.36844
H -4.57309 3.74390 2.95560
H -4.91890 2.37411 0.91053
H -2.27037 1.34077 -1.39029
C -5.21733 -0.44996 1.73606
N -4.28336 0.02576 0.72623
C -3.67421 -1.07796 -0.01625
C -3.32741 0.94368 1.29445
S -2.14820 0.27080 2.48787
N -2.90945 2.07451 -1.05390
C -4.26308 1.79223 -1.60810
C -2.44009 3.37750 -1.60756
H -5.91268 -1.15252 1.27533
H -5.79115 0.38609 2.13992
H -4.69797 -0.95473 2.56078
H -3.60318 -1.98995 0.58686
H -2.65648 -0.82247 -0.30941
H -4.25779 -1.29907 -0.91640
H -4.71822 0.98638 -1.04179
H -4.13330 1.53586 -2.65648
H -4.85567 2.70028 -1.51907
H -1.41177 3.55027 -1.31363
H -3.08320 4.15324 -1.19624
H -2.52185 3.33412 -2.69070
```

**2S+1**: 1
**Energy above the lowest of the compared OMol25 structures with the same formula, charge and spin**: 58.2 kJ/mol
**HOMO-LUMO gap**: 7.51 eV

Löwdin atomic charge list, values in e, 8 entries: atom 1 (Pt): 0.813, atom 2 (C): -0.020, atom 3 (C): -0.262, atom 4 (C): 0.027, atom 5 (C): -0.213, atom 6 (N): 0.032, atom 7 (N): 0.029, atom 8 (B): -0.491

=====

No. 2
Molecular formula: C42H47FeN5O
Method: DFT, ωB97M-V/def2-TZVPD

The geometry in XYZ format:
```
96
Properties=species:S:1:pos:R:3
Fe 0.25463 -1.54533 -1.57943
C 0.16566 -4.07113 -0.64900
C -0.30142 -4.20037 -1.95310
C 0.79799 -3.88754 -2.85283
C 1.91449 -3.53563 -2.08376
C 1.53958 -3.63772 -0.71366
C 2.44790 -3.63355 0.46534
C 3.29865 -3.32280 -2.60718
C 0.81920 -4.17467 -4.31651
C -1.60245 -4.78244 -2.40084
C -0.48790 -4.50399 0.62580
H 2.65481 -4.66529 0.76526
H 1.98547 -3.13760 1.32021
H 3.39652 -3.15320 0.23847
H 3.76912 -4.28595 -2.82260
H 3.91618 -2.79875 -1.88109
H 3.28443 -2.74209 -3.52723
H 1.81587 -4.49416 -4.61819
H 0.55190 -3.30981 -4.92662
H 0.11617 -4.97080 -4.55933
H -1.42025 -5.69666 -2.96972
H -2.14829 -4.09932 -3.05520
H -2.23795 -5.04949 -1.55909
H -0.53676 -3.68415 1.34522
H 0.10244 -5.30076 1.08418
H -1.49354 -4.88510 0.46553
C -6.51235 5.49353 8.57110
O -5.47694 5.97056 7.72983
C -4.95096 5.14134 6.81191
C -3.95215 5.69420 6.00495
C -3.34666 4.93868 5.02966
C -3.71791 3.60431 4.82266
C -4.70895 3.05991 5.63472
C -5.32277 3.81320 6.61886
C -3.11047 2.79737 3.77557
N -3.42185 1.55533 3.48024
C -2.62486 1.20753 2.43080
C -1.79973 2.26520 2.07891
N -2.12489 3.27290 2.94252
C -0.85728 2.19730 1.01741
C -0.04375 3.26237 0.60166
C 0.83929 3.04999 -0.42654
C 0.90409 1.77923 -1.00796
N 0.13331 0.76999 -0.65819
C -0.75990 0.96962 0.32831
C -1.65185 -0.11555 0.64183
N -1.58599 -1.20750 -0.14055
C -2.45525 -2.18334 0.06558
C -3.40283 -2.17224 1.08928
C -3.46102 -1.08045 1.92127
C -2.58742 -0.00925 1.68810
H -6.79055 6.33495 9.19929
H -6.16805 4.67058 9.20263
H -7.38148 5.17310 7.99100
H -3.67472 6.72585 6.16943
H -2.57918 5.40641 4.42654
H -4.99405 2.02844 5.48132
H -6.08936 3.36197 7.23242
H -1.70804 4.18495 2.98276
H -0.12164 4.22709 1.08536
H 1.48209 3.83783 -0.79082
H 1.62379 1.59554 -1.79070
H -2.39866 -3.01878 -0.61862
H -4.07038 -3.01304 1.20795
H -4.16379 -0.99885 2.73899
C 4.12322 -0.32174 1.31071
C 4.03956 -0.02363 -0.16199
C 5.05758 0.69180 -0.79416
C 4.99841 0.94656 -2.15897
C 6.11422 1.69402 -2.83671
C 3.89251 0.54263 -2.89769
C 2.80879 -0.13017 -2.29394
C 2.96232 -0.44299 -0.91146
N 1.63024 -0.47556 -2.86621
C 1.12182 -0.04612 -4.15944
C 1.13307 1.47911 -4.36073
C -0.34285 -0.51292 -4.17793
C 1.87401 -0.71971 -5.32142
H 4.68977 0.45153 1.82606
H 4.63335 -1.27235 1.48090
H 3.13017 -0.38588 1.75735
H 5.89891 1.04813 -0.21259
H 6.98943 1.75276 -2.19289
H 5.79687 2.71090 -3.07450
H 6.39931 1.20787 -3.76969
H 3.88369 0.74711 -3.95910
H 2.14870 -0.98178 -0.41592
H 0.42088 1.96010 -3.68892
H 0.84253 1.71269 -5.38593
H 2.12035 1.90101 -4.18522
H -0.87606 -0.06298 -3.33110
H -0.38972 -1.60624 -4.09098
H -0.84418 -0.22053 -5.10005
H 2.86130 -0.28275 -5.45727
H 1.31657 -0.59905 -6.25212
H 1.99593 -1.78384 -5.12219
```

**2S+1**: 6
**HOMO-LUMO gap (spin up / spin down)**: 6.15 / 4.57 eV
**Net charge**: +1

Löwdin atomic charge list, values in e, 8 entries: atom 1 (Fe): 0.988, atom 2 (C): -0.248, atom 3 (C): -0.219, atom 4 (C): -0.203, atom 5 (C): -0.243, atom 6 (C): -0.209, atom 7 (C): -0.009, atom 8 (C): -0.014